Entry from the OMol25 dataset: a molecular structure, C43H53AlN6O3P2S2Si2 in a non-equilibrium geometry (ωB97M-V with the def2-TZVPD basis set).

XYZ file:
```
112
Properties=species:S:1:pos:R:3:forces:R:3:lowdin_charge:R:1
Al -0.1345 0.2114 -0.4507 0.479 0.012 -0.195 -0.10
C 1.3604 4.0418 -1.6940 1.446 -0.558 0.228 -0.17
Si -0.2847 3.5964 -0.9767 0.200 -0.907 0.517 0.34
C -0.8662 5.1948 -0.2296 0.438 0.573 0.314 -0.18
C -1.4356 3.1417 -2.3618 0.690 -0.489 -1.605 -0.16
N -0.1058 2.1827 0.0688 -0.678 0.674 -0.924 -0.19
P -0.5517 1.7594 1.5819 0.398 -0.155 0.243 0.73
C -0.5061 0.0889 1.5976 0.138 -0.551 -0.098 -0.39
P 0.9676 -0.7305 1.6372 0.251 0.500 0.160 0.69
N 1.6733 -0.4811 0.1997 -0.116 -0.017 -0.550 -0.20
Si 3.3049 -0.6485 -0.4327 -0.966 -0.016 -0.049 0.39
C 4.6248 -1.2069 0.7409 0.337 0.201 0.187 -0.16
C 3.2916 -1.9255 -1.8018 -1.287 0.787 0.093 -0.14
C 3.8726 1.0332 -1.0723 -0.237 -0.181 -0.340 -0.15
C 2.1433 -0.1409 2.8447 1.370 0.159 0.550 -0.27
C 2.8927 0.9713 2.4339 -0.723 0.518 -0.836 -0.13
C 3.8091 1.5500 3.2868 -0.319 -0.355 -0.115 -0.08
C 4.0591 0.9915 4.5064 -0.246 -0.442 0.767 -0.09
C 3.4183 -0.1648 4.8947 -0.260 -0.186 1.101 -0.09
C 2.4663 -0.7199 4.0878 -0.808 -0.106 -1.405 -0.07
C 0.6609 -2.4486 1.9494 -0.124 -0.800 0.296 -0.29
C -0.6610 -2.8737 2.1123 0.615 0.115 0.102 -0.07
C -0.9023 -4.2510 2.2026 -0.624 0.447 -0.488 -0.09
C 0.1219 -5.1637 2.0909 -0.156 -0.463 0.043 -0.10
C 1.4250 -4.7307 1.9546 0.598 -0.028 -0.126 -0.09
C 1.7054 -3.3801 1.8982 0.405 0.331 0.105 -0.08
C -2.2408 2.1858 2.1485 -0.842 0.079 0.385 -0.27
C -3.0843 1.1690 2.6655 -0.513 1.187 -0.343 -0.09
C -4.3589 1.4821 3.1688 1.345 0.968 -0.682 -0.07
C -4.7245 2.8184 3.2727 -1.166 -0.698 -0.113 -0.10
C -3.9251 3.8150 2.7787 0.983 0.359 0.383 -0.09
C -2.6861 3.5127 2.2190 0.108 -0.303 0.255 -0.08
C 0.4034 2.7691 2.7747 -1.374 -1.650 0.792 -0.28
C 0.9880 3.9263 2.3837 0.937 1.172 -0.386 -0.12
C 1.5090 4.7941 3.3422 0.572 0.363 0.086 -0.07
C 1.4396 4.4789 4.6969 0.656 0.764 0.020 -0.08
C 0.9208 3.2504 5.0716 -0.152 -0.334 0.970 -0.09
C 0.3639 2.4067 4.1481 0.494 0.464 -1.323 -0.06
H 1.7245 3.4468 -2.5428 -0.322 0.413 -0.037 0.01
H 2.1624 3.8649 -0.9544 -0.336 0.071 0.055 0.04
H 1.4204 5.1012 -1.9125 -0.077 0.202 -0.390 0.03
H -0.7290 5.9817 -0.9912 0.034 -0.223 0.275 0.05
H -0.3967 5.5198 0.7172 -0.085 -0.122 -0.574 0.03
H -1.9132 5.1308 -0.0438 -1.000 0.060 0.154 0.00
H -1.3222 3.7974 -3.2737 -0.121 -0.513 0.938 0.06
H -2.4747 3.0959 -2.0968 -0.591 0.152 0.234 0.00
H -1.1817 2.0977 -2.6840 -0.186 0.834 0.154 0.02
H 4.6359 -2.2746 0.9089 -0.030 -0.381 -0.076 0.02
H 4.5383 -0.7309 1.7088 0.254 0.138 0.215 0.01
H 5.5875 -0.9305 0.2802 -0.196 -0.071 0.208 0.05
H 2.5549 -2.7051 -1.5195 0.614 0.123 -0.219 0.04
H 4.2692 -2.2986 -2.0262 0.533 -0.466 -0.092 0.03
H 2.9063 -1.4077 -2.6881 0.145 -0.301 -0.055 0.01
H 4.1255 1.7429 -0.2862 -0.082 0.046 0.073 0.03
H 3.1731 1.4966 -1.7734 -0.163 0.029 0.262 0.00
H 4.7644 0.8790 -1.6645 0.523 -0.096 -0.130 0.03
H 2.7146 1.4288 1.4220 0.079 -0.551 1.232 0.11
H 4.3091 2.4446 3.0545 0.531 1.027 -0.604 0.10
H 4.6780 1.4654 5.2238 0.785 0.480 0.358 0.10
H 3.5339 -0.5900 5.8985 0.342 0.176 -0.441 0.11
H 1.9792 -1.6295 4.3810 -0.334 -0.280 0.160 0.10
H -1.3860 -2.0415 2.1265 -0.013 -0.955 -0.007 0.09
H -1.9057 -4.6496 2.1643 -0.218 0.229 0.330 0.10
H -0.1062 -6.2357 2.0611 0.096 0.464 0.060 0.11
H 2.2168 -5.4546 1.8098 0.072 0.020 0.159 0.11
H 2.7517 -3.0325 1.8257 -0.658 -0.223 -0.135 0.10
H -2.7436 0.1644 2.6212 0.316 -0.719 -0.048 0.07
H -5.0805 0.7564 3.4383 -0.253 -0.897 0.444 0.09
H -5.7096 3.0411 3.6907 0.355 0.126 -0.031 0.11
H -4.1706 4.8355 3.0074 -0.202 0.387 -0.352 0.10
H -2.0196 4.3182 1.9308 -0.110 -0.066 -0.045 0.08
H 1.1320 4.1913 1.3280 -0.212 -0.326 0.528 0.08
H 2.0562 5.6656 2.9631 -0.375 -0.107 0.476 0.11
H 1.8484 5.1478 5.4816 -0.234 -0.425 -0.760 0.11
H 0.9646 2.9187 6.1153 -0.066 0.299 -0.334 0.11
H 0.0166 1.4401 4.4474 -0.402 -0.388 0.028 0.11
N -2.7674 -5.4463 -6.7576 1.411 -0.475 -0.878 0.11
C -2.2830 -5.1152 -5.5292 -0.010 0.400 2.622 -0.30
C -0.9274 -5.1979 -5.1097 -0.500 -0.144 -2.253 -0.03
C -0.4894 -4.6608 -3.9422 -0.588 0.151 1.072 -0.09
C -1.3845 -4.1425 -3.0132 0.653 0.107 -0.252 -0.28
C -2.7299 -4.1497 -3.3256 -0.192 0.237 0.515 -0.07
C -3.1880 -4.6413 -4.5318 0.991 -0.184 -1.215 -0.03
S -0.7401 -3.5462 -1.4534 -1.105 -0.318 -0.396 0.63
O -1.8841 -3.4359 -0.5984 -1.076 -0.136 0.606 -0.32
O 0.2900 -4.4591 -1.0441 0.514 0.572 -0.394 -0.27
N -0.3029 -1.9894 -1.5924 -0.291 -1.286 0.872 -0.03
C 0.2488 -1.4395 -2.6163 1.324 2.239 -0.691 -0.44
N 0.6640 -2.0052 -3.7773 -0.627 -0.511 0.400 0.15
C 1.2038 -1.2431 -4.6844 0.180 1.911 0.888 -0.10
C 1.4289 0.1529 -4.4732 0.341 -1.425 -0.613 -0.04
C 1.0646 0.6646 -3.2705 -0.820 0.200 0.342 -0.13
N 0.4494 -0.0733 -2.3487 -0.141 -0.425 -0.342 0.10
H -2.2358 -6.0368 -7.3884 -0.022 0.291 0.417 0.11
H -3.7394 -5.5138 -6.8879 -1.069 -0.027 0.053 0.08
H -0.1988 -5.5691 -5.8255 0.003 -0.063 0.058 0.11
H 0.5359 -4.6049 -3.6774 0.819 -0.298 -0.098 0.10
H -3.4063 -3.7536 -2.5815 -0.221 -0.205 -0.091 0.09
H -4.2192 -4.6318 -4.8214 -0.579 0.147 0.263 0.10
H 1.5192 -1.7184 -5.5853 0.169 -0.288 -0.627 0.11
H 1.9678 0.7707 -5.1559 0.089 0.136 -0.549 0.09
H 1.1756 1.7253 -3.0736 0.113 -0.214 0.199 0.08
C -4.2955 1.3392 -0.5045 0.491 0.702 -0.782 -0.23
S -3.2840 -0.1124 -0.4421 0.437 -0.144 1.233 0.95
C -4.1122 -1.0546 -1.6305 -0.512 -0.940 -1.556 -0.25
O -1.9745 0.2563 -1.1071 0.265 0.270 -0.390 -0.45
H -5.1701 1.1491 0.0926 -0.351 0.056 0.274 0.06
H -4.5470 1.6647 -1.5241 0.008 -0.427 0.165 0.08
H -3.6762 2.1239 -0.0793 -0.145 0.099 0.386 0.04
H -5.1678 -1.1656 -1.3718 0.026 0.291 0.093 0.08
H -3.7020 -2.0746 -1.6323 0.209 0.518 0.003 0.02
H -4.0018 -0.5625 -2.6245 -0.081 -0.419 0.633 0.09
```
Forces are in eV/Å.

net charge: 0
energy above the lowest of the compared OMol25 structures with the same formula, charge and spin: 0.0 kJ/mol
E_tot: -123140.959 eV